Computed, not measured: C34H37N2O4PS2 in the gas phase at a distorted geometry, with ωB97M-V/def2-TZVPD.

```
80
Properties=species:S:1:pos:R:3
C 2.647 0.706 4.519
C 2.000 2.074 4.616
C 1.704 2.843 3.201
C 0.168 2.720 2.642
C -0.310 3.813 1.702
P 0.720 5.333 1.178
C 2.483 4.884 0.603
O -0.063 5.951 -0.293
C -1.856 3.732 1.067
O -2.633 4.794 0.841
C -2.389 2.173 0.781
C -3.387 1.743 -0.447
C -3.862 2.919 -1.499
C -5.398 3.327 -1.095
C -3.933 0.190 -0.676
N -4.861 -0.096 -1.843
C -3.403 -0.998 0.375
C -3.991 -2.507 0.092
C -3.346 -3.244 -1.222
O -2.063 -2.653 -1.653
C -2.350 -0.619 1.618
C -1.808 -1.831 2.620
C -0.268 -2.179 2.070
C 0.046 -3.804 2.041
S 1.139 -4.068 0.496
C 2.651 -2.965 0.554
S 3.219 -2.478 2.116
N 3.462 -2.472 -0.623
C 3.288 -0.993 -0.885
C 2.132 -0.019 -0.251
C 2.064 1.561 -0.687
C 3.152 2.225 -1.722
C 4.364 1.289 -2.348
C 4.399 -0.303 -1.928
C 3.124 -3.183 -1.914
C 1.746 -3.025 -2.789
C 1.563 -3.869 -4.220
C 2.777 -4.851 -4.807
C 4.168 -5.030 -3.935
C 4.286 -4.190 -2.531
C -1.883 0.955 1.810
C -0.877 1.480 3.039
O -0.984 0.935 4.252
H 3.799 0.592 4.229
H 2.027 -0.283 4.761
H 1.770 2.542 5.668
H 2.042 3.976 3.362
H 2.397 2.315 2.385
H 3.226 5.577 1.231
H 2.659 5.219 -0.530
H 2.820 3.784 0.817
H -0.754 6.637 -0.057
H -3.101 3.807 -1.531
H -3.894 2.445 -2.589
H -5.894 2.368 -0.598
H -5.332 4.213 -0.327
H -6.012 3.663 -2.036
H -5.475 0.715 -2.078
H -5.505 -0.897 -1.658
H -5.163 -2.384 -0.101
H -3.897 -3.250 0.994
H -4.154 -3.264 -2.088
H -3.159 -4.379 -0.916
H -2.340 -1.811 -2.149
H -2.472 -2.799 2.580
H -1.736 -1.512 3.744
H 0.510 -1.561 2.699
H -0.263 -1.839 0.926
H -0.963 -4.435 1.962
H 0.600 -4.100 3.036
H 1.345 -0.428 0.512
H 1.225 2.284 -0.253
H 3.125 3.356 -2.066
H 5.203 1.666 -3.074
H 5.258 -0.992 -2.365
H 0.876 -2.322 -2.416
H 0.568 -3.753 -4.861
H 2.668 -5.423 -5.833
H 5.052 -5.704 -4.326
H 5.307 -4.292 -1.921
```

As for the net charge: 0. Its SMILES is C=CCC1=C(P(C)O)C(=O)c2c(CC)c(N)c(CCO)c(CCCSC(=S)N(c3ccccc3)c3ccccc3)c2C1=O. As for the HOMO energy: -7.59 eV. As for the LUMO energy: -1.51 eV. The calculation puts the HOMO-LUMO gap at 6.08 eV.

=====

Computed, not measured: a molecular structure, C34H38BrN3PdS3, with ωB97M-V/def2-TZVPD.

```
80
Properties=species:S:1:pos:R:3
Pd -1.262 0.291 -0.093
C 2.626 2.458 1.334
C 3.648 1.562 1.973
C 4.486 2.039 2.974
C 5.443 1.227 3.566
C 5.582 -0.091 3.163
C 4.744 -0.593 2.180
C 3.787 0.221 1.590
N 2.932 -0.341 0.598
C 1.561 -0.391 0.732
N 1.145 -0.377 2.005
C -0.113 -0.199 2.613
C -1.266 0.154 1.913
C -2.422 0.220 2.692
C -2.446 -0.001 4.056
C -1.267 -0.287 4.727
C -0.083 -0.387 4.012
C 1.195 -0.708 4.749
N 0.771 -0.474 -0.305
C 1.451 -0.398 -1.544
C 1.568 0.849 -2.165
C 2.261 0.985 -3.354
C 2.835 -0.133 -3.944
C 2.722 -1.369 -3.328
C 2.047 -1.523 -2.120
C 1.986 -2.856 -1.431
H 2.877 3.503 1.504
H 1.631 2.277 1.746
H 2.568 2.287 0.258
H 4.392 3.071 3.286
H 6.083 1.629 4.340
H 6.330 -0.727 3.616
H 4.815 -1.626 1.864
H 3.284 -0.422 -0.343
H 1.898 -0.471 2.667
H -3.359 0.466 2.210
H -3.384 0.056 4.592
H -1.257 -0.429 5.800
H 0.999 -0.774 5.817
H 1.967 0.057 4.607
H 1.624 -1.669 4.446
H 1.090 1.701 -1.694
H 2.346 1.957 -3.820
H 3.373 -0.042 -4.878
H 3.172 -2.240 -3.787
H 2.171 -3.664 -2.139
H 1.017 -3.011 -0.957
H 2.738 -2.928 -0.641
C -0.901 -1.958 -3.865
C -1.121 -0.457 -3.925
S -1.789 0.543 -2.547
C -3.572 0.298 -2.684
C -4.236 -0.980 -2.167
S -3.583 -1.727 -0.661
C -2.226 -2.789 -1.178
C -2.463 -3.727 -2.348
S -2.371 -2.994 -4.015
H -0.348 -2.249 -2.980
H -0.247 -2.199 -4.708
H -1.767 -0.227 -4.776
H -0.160 0.009 -4.139
H -3.837 0.454 -3.733
H -3.953 1.158 -2.130
H -4.298 -1.728 -2.955
H -5.264 -0.727 -1.895
H -2.046 -3.391 -0.283
H -1.320 -2.197 -1.313
H -3.457 -4.173 -2.285
H -1.737 -4.541 -2.294
Br -5.348 5.579 0.164
C -4.234 4.035 0.163
C -4.806 2.775 0.226
C -3.983 1.659 0.219
C -2.592 1.757 0.151
C -2.058 3.045 0.097
C -2.860 4.178 0.103
H -5.881 2.667 0.278
H -4.452 0.681 0.272
H -0.982 3.182 0.060
H -2.417 5.165 0.061
```

As for the net charge: 0. As for the HOMO energy: -7.25 eV. As for the LUMO energy: 0.42 eV. The calculation puts the HOMO-LUMO gap at 7.67 eV. Its energy relative to the best compared isomer or geometry (same formula, charge and spin) is 0.0 kJ/mol.